DFT (ωB97M-V with the def2-TZVPD basis set) results for C34H53BBaGeNO2S2Si3 as an isolated structure in a non-equilibrium geometry.

The multiplicity is 2. The calculation puts the energy above the lowest of the compared OMol25 structures with the same formula, charge and spin at 23.0 kcal per mole. The expectation value of S² is 0.764. Its LUMO energy (spin up / spin down) is 3.78 / 3.49 eV. The HOMO-LUMO gap (spin up / spin down) is 5.48 / 5.20 eV. Its charge is -2.

Geometry as XYZ:
```
98
C34H53BBaGeNO2S2Si3 (ωB97M-V with the def2-TZVPD basis set)
Ba -2.4109 -17.7945 14.1149
C 2.0614 -17.0685 17.5208
C 0.6530 -17.0266 16.9341
S 0.0689 -18.5245 16.3805
C 0.0988 -15.7730 16.9027
C 0.8617 -14.5277 17.2950
S -1.4293 -15.3930 16.2465
H 2.4425 -18.0780 17.3593
H 2.0961 -16.7642 18.5484
H 2.6698 -16.3551 16.9900
H 1.4094 -14.6980 18.2040
H 0.1256 -13.7127 17.4594
H 1.5798 -14.2094 16.5385
C -3.6239 -18.0083 18.7986
C -4.9825 -17.7457 18.9113
C -5.8233 -17.7583 17.8160
C -5.2170 -17.9991 16.5330
N -3.8990 -18.2505 16.4190
C -3.2066 -18.3236 17.5228
C -6.0028 -17.9421 15.2708
C -7.3262 -18.3799 15.2964
C -8.1189 -18.2047 14.1631
C -7.4961 -17.7956 12.9905
C -6.1528 -17.4520 12.9979
C -5.2997 -17.5820 14.0917
H -2.8927 -17.9127 19.5972
H -5.4452 -17.4827 19.8214
H -6.9087 -17.4542 17.9012
H -2.1990 -18.5721 17.3235
H -7.8011 -18.7261 16.2132
H -9.1914 -18.4939 14.2028
H -8.1006 -17.7066 12.1315
H -5.7794 -17.0557 12.0431
C 1.0104 -23.3031 6.9749
C -0.2143 -22.5070 6.5001
C -1.2396 -23.5687 6.1027
C 0.1949 -21.6108 5.2549
C -0.8172 -21.6103 7.5838
C -1.7658 -20.6728 7.2261
C -2.3196 -19.7740 8.1272
C -2.0182 -19.9019 9.4658
O -2.4233 -19.1790 10.5333
B -1.7385 -19.6936 11.7624
O -0.9654 -20.7990 11.2560
C -1.0860 -20.8661 9.8594
C -0.4581 -21.7064 8.9327
H 1.3175 -24.0642 6.2509
H 0.8008 -23.8665 7.8656
H 1.8929 -22.6589 7.1160
H -0.7549 -24.3643 5.4887
H -2.1016 -23.1288 5.5408
H -1.6829 -23.9915 6.9881
H 0.6891 -22.2395 4.4880
H 0.7828 -20.7437 5.4694
H -0.6558 -21.1354 4.7444
H -2.0444 -20.5263 6.1820
H -3.0202 -19.0186 7.8249
H 0.2933 -22.4002 9.2988
C 0.2760 -12.4687 10.7911
Si -0.2222 -13.6778 12.1539
C -0.0149 -12.5410 13.6013
C 1.2502 -14.9442 12.0327
Ge -2.3169 -14.8067 12.1699
Si -2.6084 -14.9093 9.7351
C -2.6941 -13.3273 8.6237
C -4.2125 -15.7880 9.3102
C -1.1546 -15.7973 8.9289
Si -3.8679 -13.0972 12.7294
C -4.0045 -12.9105 14.6381
C -5.5080 -13.3859 11.8460
C -3.3840 -11.3243 12.1541
H 1.3894 -12.3171 10.7840
H -0.2457 -11.5067 10.8980
H 0.1220 -12.8531 9.7665
H 0.9818 -12.0763 13.6884
H -0.2050 -12.9908 14.5494
H -0.7595 -11.7112 13.5760
H 2.2253 -14.4750 12.0405
H 1.1727 -15.5314 11.0886
H 1.1869 -15.6955 12.8166
H -3.5458 -12.6910 8.7960
H -2.7326 -13.5767 7.5781
H -1.8225 -12.7040 8.8186
H -5.0895 -15.3374 9.8375
H -4.0895 -16.8461 9.5353
H -4.3975 -15.7285 8.2327
H -0.2711 -15.1108 8.9448
H -1.3811 -16.0991 7.9189
H -0.7642 -16.6583 9.4943
H -4.3468 -13.7635 15.2180
H -4.5375 -12.0161 14.9589
H -2.9546 -12.7843 14.9350
H -5.7176 -14.4607 11.9159
H -5.4682 -13.0833 10.8182
H -6.3612 -12.9074 12.3320
H -3.3805 -10.5861 12.9539
H -3.9072 -10.9953 11.2650
H -2.3527 -11.5045 11.8421
```

Atomic partial charges in e from the Löwdin method, atoms 1 to 6:
1. Ba 1.221
2. C -0.161
3. C -0.838
4. S 0.520
5. C -0.820
6. C -0.172



DFT (ωB97M-V with the def2-TZVPD basis set) results for one molecule with the formula C4H4ClNO4S in a non-equilibrium geometry.

The multiplicity is 1. The calculation puts the energy above the lowest of the compared OMol25 structures with the same formula, charge and spin at 160.1 kcal per mole. Its LUMO energy is -2.15 eV. The HOMO-LUMO gap is 8.52 eV.

Geometry as XYZ:
```
15
C4H4ClNO4S (ωB97M-V with the def2-TZVPD basis set)
C 1.8480 -0.3673 0.0924
C 1.5375 0.9249 0.0462
C -0.2454 -1.3728 0.1786
C 0.1572 1.3802 0.3388
N 2.8819 -1.2279 -0.1324
O 3.9740 -1.0544 0.3386
O 2.5841 -2.1566 -0.8736
O -0.9378 0.1840 -1.7303
O -2.4360 0.3948 0.2234
S -1.0841 0.1796 -0.2887
Cl 2.7505 2.0883 -0.3699
H -0.0628 -2.0276 -0.7620
H -0.5296 -1.7260 1.1443
H 0.1412 1.6470 1.3872
H 0.0620 2.4543 -0.1058
```

Atomic partial charges in e from the natural (NBO) method, atoms 1 to 6:
1. C 0.158
2. C -0.059
3. C -0.561
4. C -0.719
5. N 0.438
6. O -0.324



DFT (ωB97M-V with the def2-TZVPD basis set) results for C24H35AsF6MnN3O4PS7 as an isolated structure in a non-equilibrium geometry.

The multiplicity is 1. Its LUMO energy (spin up / spin down) is -5.14 / -5.13 eV. The HOMO-LUMO gap (spin up / spin down) is 5.23 / 5.24 eV. Its charge is +1.

Geometry as XYZ:
```
82
C24H35AsF6MnN3O4PS7 (ωB97M-V with the def2-TZVPD basis set)
Mn 0.2135 -0.0141 -0.4845
C -0.5002 -3.0573 3.5694
C -1.7885 -2.9816 2.7930
C -2.9004 -3.7346 3.2572
C -4.0483 -3.7344 2.5413
C -4.1316 -2.9671 1.3566
C -5.3099 -2.9334 0.5827
C -5.3619 -2.1900 -0.5551
C -4.2427 -1.4365 -0.9503
C -3.0807 -1.4172 -0.2105
S -1.9578 -0.1867 -0.8027
C -2.9878 -2.2171 0.9781
N -1.8343 -2.2515 1.7008
H -0.6951 -3.0629 4.6439
H 0.1491 -2.2267 3.3277
H 0.0299 -3.9813 3.3231
H -2.8075 -4.3104 4.1700
H -4.9076 -4.3183 2.8558
H -6.1726 -3.5075 0.9093
H -6.2640 -2.1603 -1.1550
H -4.2991 -0.8198 -1.8441
F -0.4713 2.6963 4.2523
C -0.3227 1.5090 3.7143
F 0.9324 1.0939 3.8682
F -1.1502 0.6422 4.2505
S -0.6941 1.5949 1.9119
O -0.0069 0.3567 1.4094
O -2.1053 1.6490 1.7089
N 0.1195 2.8765 1.4935
S 0.0041 3.2094 -0.0470
O 1.0424 4.0427 -0.5415
O -0.2624 1.9533 -0.8158
C -1.6103 4.1515 -0.2626
F -1.3618 5.2030 -1.0223
F -2.0475 4.5370 0.9169
F -2.5014 3.3721 -0.8492
S 4.6790 -1.5991 1.2063
As 2.6787 -0.7048 1.0171
S 2.5053 1.1288 0.0176
S 1.1668 -2.0838 0.4046
S 3.6095 -0.9515 2.9654
C 3.1854 -2.0930 -5.0045
C 2.7817 -1.8837 -3.5340
C 3.7934 -0.9610 -2.8352
C 2.7960 -3.2383 -2.8054
P 1.0450 -1.1611 -3.4550
N 0.7350 -0.5337 -1.9148
C -0.2793 -2.4593 -3.7506
C -1.6156 -1.7332 -3.9914
C 0.0680 -3.3252 -4.9695
C -0.4623 -3.3328 -2.4950
C 0.8280 0.3847 -4.5068
C 2.0741 1.2641 -4.2939
C -0.4041 1.1916 -4.0437
C 0.6818 0.0043 -5.9864
H 4.1712 -2.5677 -5.0143
H 3.2717 -1.1512 -5.5492
H 2.4978 -2.7483 -5.5440
H 4.6953 -1.5489 -2.6429
H 3.4286 -0.5975 -1.8848
H 4.0859 -0.1058 -3.4372
H 3.8296 -3.5977 -2.8056
H 2.1905 -3.9961 -3.3072
H 2.4782 -3.1481 -1.7714
H -1.6543 -1.2356 -4.9609
H -1.8353 -1.0163 -3.1993
H -2.4064 -2.4912 -3.9801
H 0.2357 -2.7319 -5.8730
H -0.7875 -3.9812 -5.1603
H 0.9357 -3.9658 -4.8021
H -0.7707 -2.7358 -1.6425
H 0.4261 -3.9002 -2.2197
H -1.2643 -4.0460 -2.7100
H 2.2764 1.4391 -3.2321
H 1.8821 2.2358 -4.7554
H 2.9612 0.8485 -4.7691
H -0.4653 1.2936 -2.9682
H -1.3405 0.7759 -4.4086
H -0.3071 2.1974 -4.4595
H 1.5239 -0.5755 -6.3661
H 0.6326 0.9329 -6.5630
H -0.2367 -0.5502 -6.1821
```

Atomic partial charges in e from the Löwdin method, atoms 1 to 6:
1. Mn 0.093
2. C -0.034
3. C -0.308
4. C -0.010
5. C -0.001
6. C -0.150